Molecular formula: C18H56N8O10
Method: DFT, wB97M-V/def2-TZVPD

The value obtained for the energy above the lowest of the compared OMol25 structures with the same formula, charge and spin is 197.85 kcal per mole. As for the lowest unoccupied orbital energy: -0.1 eV. As for the SMILES: NC(N)=O.NC(N)=O.NC(N)=O.NC(N)=O.CC(C)O.CC(C)O.CC(C)O.CC(C)O.CO.CO. For the HOMO-LUMO gap, the calculation gives 8.67 eV. The energy comes out at -51963.708 eV.

Geometry (Å):
C (-3.5764, 2.9413, -1.5384)
O (-3.5864, 1.9223, -0.5654)
H (-4.6144, 3.1383, -1.9354)
H (-2.8394, 2.7143, -2.2154)
H (-3.3834, 3.8753, -1.0064)
H (-4.2724, 1.3593, -0.8724)
C (3.8106, 1.7873, 4.5526)
O (2.5736, 1.5283, 3.8556)
H (3.6346, 1.1843, 5.3906)
H (3.8986, 2.8553, 4.6366)
H (4.6546, 1.4213, 3.9606)
H (1.8436, 1.3663, 4.4796)
C (1.6806, -3.4317, 0.8076)
O (2.4716, -4.2617, 0.2326)
N (1.0846, -2.5217, 0.0606)
N (1.6646, -3.2807, 2.0726)
H (1.3796, -2.5557, -0.9384)
H (0.7996, -1.5907, 0.3516)
H (1.9506, -4.1137, 2.5206)
H (0.8436, -2.7397, 2.5326)
C (-0.7474, 0.9563, 4.0866)
O (0.3646, 0.2193, 4.5256)
N (-1.3704, 1.8033, 4.7906)
N (-1.2194, 0.7213, 2.9206)
H (-1.0494, 1.8803, 5.7776)
H (-1.9834, 2.5133, 4.4016)
H (-0.6174, 0.1763, 2.2986)
H (-1.9174, 1.3463, 2.5356)
C (4.0496, -0.6967, 1.5086)
O (4.7616, 0.5253, 1.4436)
N (3.1596, -0.9117, 2.4066)
N (4.4326, -1.8897, 1.0056)
H (2.9556, -0.0767, 2.9956)
H (2.7556, -1.8297, 2.5826)
H (5.2836, -1.9287, 0.4066)
H (3.9626, -2.7407, 1.1376)
C (-2.7114, 3.4813, 2.4456)
O (-1.8924, 4.3333, 1.7976)
N (-3.1724, 2.3673, 2.0526)
N (-3.0994, 3.8453, 3.6226)
H (-3.1484, 2.2383, 1.0476)
H (-3.7694, 1.7333, 2.6076)
H (-2.7294, 4.7053, 3.9646)
H (-3.8474, 3.4283, 4.1876)
C (-1.0284, 0.7733, -3.9994)
C (-1.7604, -0.5767, -3.7904)
C (-2.8154, -0.6027, -4.8624)
O (-0.9454, -1.5157, -3.7464)
H (-0.7074, 0.8063, -5.0604)
H (-0.1744, 0.9473, -3.3884)
H (-1.6784, 1.5583, -3.6884)
H (-2.1674, -0.4267, -2.8014)
H (-2.3134, -0.6887, -5.8464)
H (-3.4504, 0.3113, -4.8134)
H (-3.4914, -1.5117, -4.7804)
H (-1.2544, -2.3167, -4.0474)
C (-0.1264, 0.7483, -0.8144)
C (1.0406, 0.6703, 0.1376)
C (1.1606, 2.0413, 0.9646)
O (0.8406, -0.1337, 1.0696)
H (0.1286, 1.5523, -1.5524)
H (-1.0124, 1.0413, -0.2694)
H (-0.3834, -0.2427, -1.2204)
H (1.9416, 0.3833, -0.3924)
H (0.2446, 2.3003, 1.5196)
H (1.3826, 2.8083, 0.2786)
H (2.0656, 1.9473, 1.6156)
H (1.6636, -0.4117, 1.5276)
C (2.3376, 0.2053, -3.9984)
C (2.4126, -1.1307, -3.1694)
C (3.6636, -1.2307, -2.3724)
O (1.4516, -1.4337, -2.4444)
H (1.9826, 1.1113, -3.4614)
H (1.9366, 0.0583, -5.0024)
H (3.3796, 0.4303, -4.2684)
H (2.4676, -1.8967, -3.9384)
H (3.7376, -0.4497, -1.6334)
H (4.6206, -1.1417, -2.9424)
H (3.7836, -2.1867, -1.8154)
H (0.6896, -1.4097, -3.0824)
C (-3.0444, -3.0197, -1.5154)
C (-1.9684, -2.6667, -0.4984)
C (-2.3824, -1.3107, 0.1776)
O (-1.6034, -3.4347, 0.3566)
H (-4.1324, -3.0597, -1.2374)
H (-2.6274, -3.9757, -1.9614)
H (-3.0204, -2.3117, -2.2654)
H (-1.0984, -2.3637, -1.1014)
H (-1.7064, -0.9877, 0.9486)
H (-3.4224, -1.3147, 0.5216)
H (-2.3884, -0.5717, -0.6374)
H (-0.6944, -3.1687, 0.3696)

---

Molecular formula: C18H56N8O10
Method: DFT, wB97M-V/def2-TZVPD

The value obtained for the energy above the lowest of the compared OMol25 structures with the same formula, charge and spin is 254.15 kcal per mole. As for the lowest unoccupied orbital energy: -0.3 eV. As for the SMILES: NC(N)=O.NC(N)=O.NC(N)=O.NC(N)=O.CC(C)O.CC(C)O.CC(C)O.CC(C)O.CO.CO. For the HOMO-LUMO gap, the calculation gives 8.66 eV. The energy comes out at -51961.267 eV.

Geometry (Å):
C (-0.0685, 0.0684, 0.1018)
O (0.1383, 0.6364, 1.4002)
H (-1.0851, 0.3734, -0.0779)
H (-0.0192, -0.9980, 0.0723)
H (0.7072, 0.3732, -0.5927)
H (0.8224, 1.2919, 1.4244)
C (2.2027, 2.6166, 2.2226)
O (2.3170, 2.3229, 0.8327)
H (2.2686, 1.7230, 2.7492)
H (1.3326, 3.1086, 2.5306)
H (3.0920, 3.2111, 2.4476)
H (2.1300, 3.1538, 0.3407)
C (-1.8566, -1.3040, -2.5941)
O (-0.5122, -1.5337, -2.7750)
N (-2.3213, -0.0974, -2.4318)
N (-2.7203, -2.2793, -2.6168)
H (-1.6166, 0.6606, -2.3939)
H (-3.3078, 0.1896, -2.2752)
H (-2.3459, -3.2576, -2.6784)
H (-3.7110, -2.0509, -2.4537)
C (3.4257, -1.1349, 1.1173)
O (4.3584, -2.0998, 0.9456)
N (3.6661, 0.1196, 1.0954)
N (2.1404, -1.3806, 1.3624)
H (4.6406, 0.3735, 1.2082)
H (2.9847, 0.9124, 1.1150)
H (1.7173, -2.3280, 1.1967)
H (1.3327, -0.7549, 1.3992)
C (-3.4822, 2.0293, 2.9660)
O (-3.4232, 2.8583, 4.1042)
N (-4.5821, 1.9586, 2.2220)
N (-2.5110, 1.3868, 2.5625)
H (-5.4292, 2.3034, 2.6750)
H (-4.7576, 1.5124, 1.4030)
H (-1.5538, 1.4517, 3.0393)
H (-2.2998, 1.1203, 1.6008)
C (0.0382, 1.9864, -3.5547)
O (0.6815, 3.1734, -3.8123)
N (0.4847, 1.0482, -2.8380)
N (-1.1024, 1.6333, -4.1040)
H (1.2854, 1.2217, -2.1922)
H (0.1732, 0.0714, -2.8335)
H (-1.6668, 2.3833, -4.4937)
H (-1.6456, 0.7935, -3.9160)
C (-3.9540, -1.0303, 0.5815)
C (-3.6594, -1.7067, 1.9376)
C (-2.1781, -2.1298, 2.0813)
O (-3.8579, -1.0647, 2.9495)
H (-3.7977, 0.0505, 0.5143)
H (-4.9950, -1.2907, 0.3949)
H (-3.4123, -1.3676, -0.2652)
H (-4.1251, -2.6961, 1.9350)
H (-1.9678, -2.8276, 1.2763)
H (-1.9466, -2.4780, 3.0907)
H (-1.5647, -1.2109, 2.0371)
H (-3.5336, -0.1679, 2.8792)
C (0.8358, -3.7834, -0.1421)
C (0.8186, -4.5132, 1.1455)
C (2.2616, -5.0466, 1.4839)
O (0.5703, -3.8871, 2.2406)
H (1.6069, -2.9901, -0.1608)
H (-0.0308, -3.1893, -0.2725)
H (1.0473, -4.4692, -0.9691)
H (0.2027, -5.3717, 0.9863)
H (2.3563, -5.4910, 2.4357)
H (3.0366, -4.3014, 1.3735)
H (2.4344, -5.9033, 0.9014)
H (0.1668, -4.5427, 2.8084)
C (-1.6535, 3.3305, -1.1360)
C (-0.6721, 4.2465, -0.3604)
C (-0.7780, 3.8936, 1.0745)
O (0.4963, 4.0204, -0.6120)
H (-1.6565, 3.5917, -2.1896)
H (-2.6628, 3.3746, -0.7165)
H (-1.4021, 2.2858, -1.0501)
H (-1.0017, 5.2591, -0.6327)
H (-0.4162, 2.8386, 1.1816)
H (-1.7854, 4.0577, 1.5137)
H (-0.2567, 4.5766, 1.6676)
H (0.6377, 4.8730, -1.0470)
C (4.9803, -0.2557, -1.8241)
C (3.5763, 0.2264, -2.2181)
C (2.7616, -1.0157, -2.4178)
O (2.9993, 0.9806, -1.4704)
H (5.1931, -0.2327, -0.7110)
H (5.6406, 0.4594, -2.1674)
H (5.3088, -1.2280, -2.1815)
H (3.6526, 0.6464, -3.2346)
H (3.2099, -1.6495, -3.1432)
H (1.8184, -0.8475, -2.9418)
H (2.5403, -1.6410, -1.5662)
H (3.2339, 0.7702, -0.5606)

---

Molecular formula: C18H56O10
Method: DFT, wB97M-V/def2-TZVPD

The value obtained for the energy above the lowest of the compared OMol25 structures with the same formula, charge and spin is 86.10 kcal per mole. As for the lowest unoccupied orbital energy: 0.3 eV. As for the SMILES: CC(C)O.CC(C)O.CC(C)O.CC(C)O.CO.CO.CO.CO.CO.CO. For the HOMO-LUMO gap, the calculation gives 9.97 eV. The energy comes out at -40046.286 eV.

Geometry (Å):
C (-30.7033, 26.1159, -8.4778)
O (-31.2011, 27.4401, -8.5648)
H (-31.4272, 25.3839, -8.8627)
H (-29.8353, 26.0156, -9.1227)
H (-30.4936, 25.8648, -7.4348)
H (-32.0257, 27.5092, -8.0800)
C (-34.1979, 24.8797, -3.6197)
O (-35.5057, 25.3976, -3.3600)
H (-33.6155, 24.8847, -2.6964)
H (-34.2753, 23.8805, -4.0531)
H (-33.6929, 25.5249, -4.3352)
H (-35.9369, 24.7612, -2.7834)
C (-28.0008, 21.0828, -1.3792)
O (-27.9511, 22.3860, -1.9707)
H (-27.4576, 20.3506, -1.9826)
H (-27.5096, 21.1146, -0.3989)
H (-29.0338, 20.7913, -1.2224)
H (-27.0306, 22.6414, -2.0772)
C (-31.5511, 17.1833, -4.8880)
O (-32.0360, 17.2680, -6.2269)
H (-30.6954, 16.5062, -4.8279)
H (-31.3130, 18.1724, -4.5122)
H (-32.3376, 16.7222, -4.2800)
H (-31.9371, 16.4025, -6.6300)
C (-30.7140, 26.3472, -2.8071)
O (-30.9535, 25.2629, -1.9173)
H (-29.6998, 26.7431, -2.6587)
H (-30.8037, 26.0083, -3.8425)
H (-31.4030, 27.1609, -2.5825)
H (-30.7552, 24.4442, -2.3926)
C (-28.1432, 17.4624, -6.6048)
O (-27.3851, 18.3872, -7.4006)
H (-28.7199, 18.0224, -5.8668)
H (-28.8349, 16.9294, -7.2571)
H (-27.4540, 16.7886, -6.0962)
H (-27.6295, 18.2749, -8.3197)
C (-35.0771, 18.4457, -3.7044)
C (-34.4326, 18.6741, -2.3563)
C (-33.4622, 19.8571, -2.3693)
O (-35.5075, 18.9421, -1.4169)
H (-35.9776, 17.8426, -3.6343)
H (-34.3595, 17.9443, -4.3592)
H (-35.2882, 19.4115, -4.1663)
H (-33.9132, 17.7845, -1.9773)
H (-32.9999, 19.9632, -1.3881)
H (-33.9971, 20.7753, -2.6094)
H (-32.7182, 19.6772, -3.1493)
H (-35.1093, 19.0236, -0.5439)
C (-30.0583, 20.9971, -4.7752)
C (-30.0430, 22.5079, -4.9028)
C (-31.2329, 23.0199, -5.6860)
O (-30.0913, 23.1157, -3.6079)
H (-30.9781, 20.6858, -4.2703)
H (-29.2463, 20.6420, -4.1358)
H (-30.0224, 20.4912, -5.7412)
H (-29.1277, 22.8444, -5.4068)
H (-32.2063, 22.9119, -5.2061)
H (-31.2867, 22.5094, -6.6515)
H (-31.1270, 24.0859, -5.9053)
H (-29.2943, 22.8095, -3.1209)
C (-26.8753, 25.3380, -3.7349)
C (-26.4733, 25.5681, -5.1767)
C (-27.6918, 25.7509, -6.0935)
O (-25.6070, 26.6815, -5.3253)
H (-25.9683, 25.1670, -3.1478)
H (-27.5353, 24.4847, -3.5851)
H (-27.3720, 26.2327, -3.3488)
H (-25.9336, 24.6980, -5.5582)
H (-28.4220, 24.9466, -5.9985)
H (-27.3875, 25.8361, -7.1362)
H (-28.1616, 26.7051, -5.8268)
H (-26.0162, 27.4478, -4.9072)
C (-28.6861, 23.1453, -8.7836)
C (-27.6687, 22.1311, -8.2733)
C (-27.0570, 21.2912, -9.3885)
O (-26.6370, 22.8120, -7.5513)
H (-29.1214, 23.6854, -7.9459)
H (-29.4384, 22.6030, -9.3616)
H (-28.2000, 23.8489, -9.4647)
H (-28.1072, 21.4454, -7.5451)
H (-26.3374, 20.6166, -8.9297)
H (-26.5084, 21.9468, -10.0760)
H (-27.8268, 20.8212, -10.0015)
H (-26.2618, 23.4931, -8.1205)

---

Molecular formula: C18H57N11O9
Method: DFT, wB97M-V/def2-TZVPD

The value obtained for the energy above the lowest of the compared OMol25 structures with the same formula, charge and spin is 0.00 kcal per mole. As for the lowest unoccupied orbital energy: 0.5 eV. As for the SMILES: COC[C@H](C)N.COC[C@H](C)N.COC[C@H](C)N.NC(N)=O.NC(N)=O.NC(N)=O.NC(N)=O.CO.CO. For the HOMO-LUMO gap, the calculation gives 9.61 eV. The energy comes out at -54410.681 eV.

Geometry (Å):
C (-3.9233, -2.3840, 1.0041)
O (-4.0633, -2.9062, -0.3428)
H (-3.8301, -1.2995, 1.0211)
H (-4.8376, -2.6506, 1.5198)
H (-3.1127, -2.8303, 1.5593)
H (-4.9719, -2.7285, -0.6991)
C (0.4243, -2.2930, 3.2250)
O (-0.1649, -3.5951, 3.6216)
H (0.1221, -1.4756, 3.9116)
H (1.5135, -2.3423, 3.1376)
H (0.0137, -2.0268, 2.2448)
H (-0.2490, -3.7540, 4.5673)
C (0.6894, -4.4261, -0.1265)
O (0.6794, -3.9686, -1.2524)
N (-0.4338, -4.9023, 0.4173)
N (1.8339, -4.4107, 0.6494)
H (-0.4461, -4.7610, 1.4128)
H (-1.3236, -4.6474, 0.0261)
H (1.7508, -4.3930, 1.6604)
H (2.5854, -3.8966, 0.2197)
C (3.4461, 2.2158, 0.9395)
O (3.4539, 1.0561, 1.4152)
N (2.2134, 2.8518, 0.6831)
N (4.5884, 2.9083, 0.6303)
H (1.4123, 2.2791, 0.8893)
H (2.0371, 3.6090, 0.0434)
H (5.4244, 2.3839, 0.9601)
H (4.5348, 3.9406, 0.6762)
C (6.7836, 1.7722, 3.0067)
O (7.0546, 1.8985, 1.8514)
N (7.5730, 2.2138, 4.0433)
N (5.7380, 1.1521, 3.4812)
H (7.5358, 1.5072, 4.8276)
H (8.5613, 2.3150, 3.7789)
H (5.4618, 1.2815, 4.4448)
H (4.9526, 1.0757, 2.8619)
C (0.4520, -0.3937, -0.1268)
O (0.1208, 0.6847, 0.3516)
N (-0.5170, -1.2001, -0.6750)
N (1.7722, -0.7830, -0.0730)
H (-0.2638, -2.0953, -1.1348)
H (-1.2974, -0.6631, -1.0555)
H (1.9989, -1.7209, -0.3652)
H (2.3952, -0.1390, 0.4045)
C (-2.3608, -1.2589, -4.3285)
C (-3.4041, -1.4558, -3.2360)
C (-3.8554, -0.1392, -2.6017)
O (-2.8621, 0.3800, -1.6698)
C (-3.0489, 1.7551, -1.4769)
N (-4.6214, -2.2153, -3.7309)
H (-2.7198, -0.5515, -5.0643)
H (-1.9383, -2.1408, -4.7374)
H (-1.5122, -0.7377, -3.8857)
H (-2.9517, -1.9800, -2.4322)
H (-4.7869, -0.3748, -2.0143)
H (-4.0306, 0.6528, -3.3577)
H (-2.3825, 2.1586, -0.7394)
H (-4.0515, 1.9129, -1.0610)
H (-2.9405, 2.2238, -2.4316)
H (-4.6692, -2.4016, -4.7082)
H (-4.7190, -3.1058, -3.2749)
C (0.8915, 0.5640, -3.6111)
C (2.2948, 1.1721, -3.5450)
C (2.7162, 1.5696, -4.9285)
O (2.9024, 0.4571, -5.8073)
C (3.2999, 0.9504, -7.0426)
N (2.3802, 2.3368, -2.6782)
H (0.1005, 1.3170, -3.4904)
H (0.6873, -0.1540, -2.8056)
H (0.7380, 0.0195, -4.5595)
H (3.0555, 0.4266, -3.3337)
H (3.6516, 2.1903, -4.9335)
H (1.9507, 2.2131, -5.4091)
H (3.6731, 0.1752, -7.7090)
H (4.1145, 1.6874, -6.8627)
H (2.5328, 1.5728, -7.4956)
H (2.0926, 2.0862, -1.7090)
H (3.3669, 2.6046, -2.5465)
C (-2.5057, 2.6431, 2.8851)
C (-1.9143, 1.5246, 3.7177)
C (-3.1172, 0.9118, 4.5277)
O (-3.8270, 1.9061, 5.2733)
C (-4.8718, 1.1963, 5.8727)
N (-1.3081, 0.3940, 2.9873)
H (-1.7486, 3.1310, 2.2813)
H (-2.9394, 3.3788, 3.5609)
H (-3.3437, 2.2833, 2.2962)
H (-1.2342, 2.0466, 4.4179)
H (-2.7276, 0.1152, 5.1591)
H (-3.8572, 0.4208, 3.8488)
H (-5.5331, 0.8082, 5.0775)
H (-5.3724, 1.7973, 6.6242)
H (-4.4815, 0.3477, 6.4379)
H (-0.5632, 0.6944, 2.3549)
H (-1.9372, 0.0316, 2.2595)